Record 1
Entry from the Open Molecules 2025 dataset: a structure of composition C33H44MnN4OPSi (the ωB97M-V functional and the def2-TZVPD basis).

Its expectation value of S² is 3.8052. The orbital gap (spin up / spin down) is 7.2509 / 6.1761 eV. For the energy above the lowest of the compared OMol25 structures with the same formula, charge and spin, the calculation gives 0.0 kJ/mol. The calculation puts the HOMO energy (spin up / spin down) at -16.7 / -16.7 eV. The net charge is +3. The spin multiplicity is 4. For the total energy, the calculation gives -3359.20039 Ha.

Structure (XYZ):
```
85
C33H44MnN4OPSi, DFT the ωB97M-V functional and the def2-TZVPD basis
Mn 0.30 -0.21 -0.07
C -0.72 -2.89 0.44
C -1.92 -1.97 0.36
N -1.62 -0.78 -0.47
C -1.78 -0.92 -1.94
C -0.60 -1.67 -2.52
N 0.69 -1.28 -1.83
C 1.58 -2.45 -1.55
C 1.72 -2.66 -0.04
N 0.53 -2.08 0.64
H -0.83 -3.59 1.27
H -0.59 -3.49 -0.46
H -2.80 -2.51 -0.01
H -2.17 -1.60 1.36
H -2.25 -0.04 -0.17
H -2.72 -1.43 -2.19
H -1.84 0.09 -2.34
H -0.72 -2.75 -2.40
H -0.51 -1.48 -3.59
H 1.19 -0.66 -2.46
H 1.18 -3.32 -2.05
H 2.57 -2.26 -1.97
H 1.81 -3.72 0.21
H 2.59 -2.15 0.35
H 0.74 -2.06 1.64
C 3.41 1.03 -2.65
Si 2.35 1.74 -1.30
C 0.53 1.89 -1.83
C 2.91 3.39 -0.67
N 2.16 0.52 0.04
C 3.05 0.37 1.02
C 2.69 -0.23 2.28
C 3.62 -0.40 3.27
C 4.95 0.01 3.08
C 5.34 0.59 1.86
C 4.42 0.78 0.87
H 3.10 1.41 -3.63
H 3.41 -0.06 -2.69
H 4.45 1.34 -2.52
H 0.26 2.95 -1.78
H -0.25 1.44 -1.18
H 0.31 1.56 -2.84
H 3.46 3.91 -1.46
H 3.55 3.35 0.21
H 2.04 4.01 -0.41
H 1.66 -0.47 2.46
H 3.33 -0.83 4.22
H 5.67 -0.13 3.87
H 6.37 0.89 1.72
H 4.74 1.20 -0.08
O -0.29 0.68 1.43
P -1.07 1.85 2.10
C -0.17 3.37 1.90
C 1.13 3.40 2.43
C 1.85 4.58 2.42
C 1.28 5.73 1.90
C 0.00 5.71 1.38
C -0.73 4.53 1.38
C -1.18 1.46 3.83
C -1.79 2.40 4.68
C -1.86 2.14 6.04
C -1.34 0.96 6.56
C -0.73 0.04 5.72
C -0.65 0.29 4.36
C -2.70 1.93 1.37
C -2.84 2.36 0.04
C -4.09 2.36 -0.56
C -5.20 1.93 0.16
C -5.07 1.50 1.47
C -3.82 1.50 2.08
H 1.56 2.51 2.88
H 2.84 4.61 2.85
H 1.84 6.66 1.91
H -0.44 6.62 0.99
H -1.75 4.54 1.02
H -2.18 3.33 4.29
H -2.34 2.86 6.70
H -1.40 0.77 7.62
H -0.32 -0.88 6.13
H -0.19 -0.44 3.70
H -1.98 2.74 -0.51
H -4.20 2.71 -1.57
H -6.18 1.94 -0.31
H -5.93 1.18 2.03
H -3.72 1.17 3.10
```

Record 2
Entry from the Open Molecules 2025 dataset: a structure of composition C33H44N4SSbY (the ωB97M-V functional and the def2-TZVPD basis).

The orbital gap is 8.0558 eV. For the energy above the lowest of the compared OMol25 structures with the same formula, charge and spin, the calculation gives 158.3 kJ/mol. The calculation puts the HOMO energy at -12.9 eV. The net charge is +2. For the total energy, the calculation gives -2179.25320 Ha.

Structure (XYZ):
```
84
C33H44N4SSbY, DFT the ωB97M-V functional and the def2-TZVPD basis
Y -1.34 1.28 0.81
C -2.99 0.99 3.80
C -3.61 -0.13 2.96
N -2.82 -0.52 1.75
C -2.00 -1.73 1.98
C -0.81 -1.43 2.87
N -0.02 -0.34 2.28
C 1.00 0.16 3.24
C 1.84 1.32 2.71
C 1.22 2.68 2.93
N 0.02 3.02 2.09
C -0.86 3.96 2.84
C -2.20 4.14 2.18
N -2.91 2.84 2.08
C -3.44 2.38 3.40
H -1.89 0.93 3.77
H -3.26 0.83 4.84
H -4.59 0.19 2.60
H -3.78 -1.02 3.57
H -3.47 -0.74 1.01
H -1.66 -2.09 1.00
H -2.60 -2.53 2.42
H -0.22 -2.33 3.02
H -1.14 -1.11 3.86
H 0.50 -0.72 1.48
H 1.65 -0.67 3.53
H 0.46 0.46 4.14
H 2.08 1.16 1.66
H 2.80 1.32 3.24
H 1.96 3.47 2.81
H 0.88 2.75 3.97
H 0.36 3.53 1.28
H -0.37 4.93 2.98
H -1.00 3.54 3.84
H -2.08 4.52 1.16
H -2.78 4.87 2.74
H -3.69 2.97 1.45
H -4.53 2.42 3.37
H -3.13 3.10 4.17
C -1.68 1.36 -2.67
C -2.50 0.58 -1.86
C -3.06 1.40 -0.84
C -2.59 2.73 -1.09
C -1.72 2.68 -2.17
H -1.07 1.03 -3.49
H -2.69 -0.48 -1.97
H -4.02 1.19 -0.38
H -2.96 3.63 -0.62
H -1.17 3.52 -2.58
S 0.90 0.77 -0.67
Sb 1.58 -1.02 -1.94
C 0.16 -2.42 -2.45
C -0.95 -2.07 -3.22
C -1.85 -3.05 -3.61
C -1.64 -4.37 -3.23
C -0.53 -4.72 -2.47
C 0.38 -3.75 -2.08
C 2.43 -0.31 -3.68
C 3.29 0.79 -3.61
C 3.86 1.26 -4.78
C 3.57 0.65 -6.00
C 2.71 -0.43 -6.06
C 2.13 -0.93 -4.89
C 2.99 -1.99 -0.79
C 4.33 -1.98 -1.17
C 5.28 -2.57 -0.34
C 4.89 -3.15 0.86
C 3.55 -3.16 1.24
C 2.60 -2.57 0.42
H -1.11 -1.05 -3.54
H -2.71 -2.79 -4.21
H -2.34 -5.14 -3.54
H -0.36 -5.76 -2.20
H 1.26 -4.04 -1.52
H 3.51 1.28 -2.67
H 4.54 2.11 -4.75
H 4.01 1.04 -6.91
H 2.49 -0.90 -7.01
H 1.47 -1.78 -4.94
H 4.64 -1.53 -2.10
H 6.32 -2.57 -0.63
H 5.63 -3.61 1.50
H 3.25 -3.64 2.16
H 1.55 -2.60 0.71
```

Record 3
Entry from the Open Molecules 2025 dataset: a structure of composition C33H45AsCl2CsNO2P (the ωB97M-V functional and the def2-TZVPD basis).

The orbital gap is 5.6950 eV. For the energy above the lowest of the compared OMol25 structures with the same formula, charge and spin, the calculation gives 56.4 kJ/mol. The calculation puts the HOMO energy at -3.6 eV. The net charge is -1. For the total energy, the calculation gives -5007.44316 Ha.

Structure (XYZ):
```
86
C33H45AsCl2CsNO2P, DFT the ωB97M-V functional and the def2-TZVPD basis
Cs -0.77 -2.36 -0.99
C -2.31 3.41 0.21
C -2.06 2.18 -0.66
C -0.64 2.27 -1.23
P -2.19 0.44 0.10
C -4.04 0.10 -0.10
C -4.25 -1.36 0.30
C -5.05 0.98 0.62
C -1.93 0.62 1.89
C -2.56 1.50 2.77
C -2.30 1.48 4.13
C -3.05 2.35 5.11
C -1.30 0.63 4.60
C -0.65 -0.23 3.76
C -0.98 -0.32 2.38
N -0.41 -1.18 1.55
C 0.30 -2.25 2.05
C 1.68 -2.35 1.85
C 2.40 -1.24 1.14
C 2.38 -3.45 2.31
C 1.75 -4.49 2.98
C 2.52 -5.65 3.53
C 0.37 -4.40 3.17
C -0.35 -3.31 2.73
C -1.84 -3.28 2.93
H -2.07 4.31 -0.35
H -1.69 3.38 1.11
H -3.35 3.49 0.51
H -2.78 2.19 -1.49
H 0.09 2.15 -0.42
H -0.49 3.24 -1.71
H -0.46 1.48 -1.96
H -4.21 0.18 -1.19
H -4.07 -1.47 1.37
H -3.55 -2.00 -0.23
H -5.26 -1.69 0.08
H -4.90 0.92 1.69
H -6.06 0.64 0.40
H -4.96 2.02 0.31
H -3.29 2.21 2.41
H -3.99 2.71 4.69
H -2.45 3.21 5.41
H -3.29 1.77 6.01
H -1.04 0.63 5.66
H 0.13 -0.87 4.14
H 1.80 -0.33 1.18
H 2.58 -1.48 0.08
H 3.37 -1.05 1.61
H 3.46 -3.49 2.17
H 3.55 -5.63 3.17
H 2.07 -6.59 3.22
H 2.55 -5.63 4.62
H -0.15 -5.20 3.68
H -2.14 -4.01 3.68
H -2.35 -3.51 1.99
H -2.16 -2.29 3.25
Cl -2.86 -6.66 -3.26
C -3.14 -4.95 -3.02
Cl -4.09 -4.71 -1.56
C -1.82 -4.15 -2.81
O -1.90 -2.97 -3.18
O -0.88 -4.71 -2.25
H -3.71 -4.56 -3.86
C 5.08 1.34 -1.47
As 3.11 1.31 -1.67
C 2.91 3.27 -1.51
C 3.04 1.13 -3.69
C 3.50 2.32 -4.44
C 4.82 2.44 -4.86
C 5.26 3.58 -5.51
C 4.38 4.62 -5.76
C 3.06 4.50 -5.38
C 2.62 3.36 -4.73
H 5.52 2.20 -1.98
H 5.52 0.42 -1.84
H 5.32 1.43 -0.40
H 3.53 3.79 -2.24
H 3.20 3.58 -0.51
H 1.87 3.54 -1.67
H 1.99 0.91 -3.92
H 3.64 0.25 -3.91
H 5.51 1.62 -4.69
H 6.29 3.65 -5.83
H 4.73 5.52 -6.24
H 2.36 5.30 -5.59
H 1.58 3.26 -4.46
```

Record 4
Entry from the Open Molecules 2025 dataset: a structure of composition C33H45CdN12OPS2 (the ωB97M-V functional and the def2-TZVPD basis).

The orbital gap is 6.2681 eV. The calculation puts the HOMO energy at -6.1 eV. For the total energy, the calculation gives -3322.35530 Ha.

Structure (XYZ):
```
95
C33H45CdN12OPS2, DFT the ωB97M-V functional and the def2-TZVPD basis
Cd -1.25 -0.19 0.57
S -4.17 2.29 2.39
C -2.53 2.13 2.73
S -1.77 0.50 2.86
C -1.72 3.23 3.04
C -2.21 4.57 2.90
N -2.55 5.66 2.75
C -0.39 3.11 3.54
N 0.69 3.09 3.94
C -1.51 -2.98 -1.37
N -0.17 -2.83 -1.92
C 0.61 -4.06 -2.02
C 0.35 -1.60 -2.17
N -0.11 -0.54 -1.56
C -0.13 0.69 -2.29
C -0.58 0.65 -3.58
C -0.74 1.81 -4.36
C -0.51 3.03 -3.80
C -0.11 3.13 -2.44
C -0.01 4.41 -1.85
C 0.36 4.53 -0.54
C 0.73 3.39 0.19
C 0.68 2.12 -0.35
N 1.15 1.02 0.42
C 2.31 1.18 1.00
N 2.69 0.40 2.06
C 4.08 0.21 2.41
C 1.75 0.07 3.13
N 3.30 2.04 0.56
C 3.43 2.45 -0.82
C 3.87 2.98 1.52
C 0.16 1.95 -1.68
N 1.40 -1.59 -3.06
C 2.40 -0.55 -2.97
C 1.22 -2.14 -4.40
H -1.98 -3.87 -1.82
H -2.11 -2.11 -1.62
H -1.50 -3.09 -0.29
H 0.64 -4.56 -1.05
H 1.62 -3.83 -2.33
H 0.16 -4.75 -2.74
H -0.89 -0.31 -4.00
H -1.08 1.73 -5.39
H -0.68 3.94 -4.35
H -0.27 5.28 -2.44
H 0.38 5.50 -0.06
H 1.07 3.50 1.21
H 4.73 0.49 1.58
H 4.26 -0.84 2.64
H 4.37 0.79 3.29
H 0.83 -0.36 2.73
H 1.48 0.95 3.70
H 2.23 -0.65 3.79
H 2.95 1.73 -1.48
H 4.50 2.50 -1.07
H 2.99 3.43 -1.01
H 3.47 2.81 2.51
H 3.60 4.01 1.23
H 4.96 2.91 1.55
H 2.49 -0.24 -1.93
H 2.17 0.33 -3.59
H 3.36 -0.96 -3.29
H 0.33 -2.77 -4.43
H 2.08 -2.75 -4.69
H 1.10 -1.34 -5.13
N -5.14 1.33 -0.83
C -4.56 2.31 -1.60
C -3.23 2.02 -1.62
N -2.99 0.90 -0.85
C -4.16 0.53 -0.37
C -4.32 -0.65 0.45
N -3.35 -1.52 0.61
C -3.83 -2.50 1.45
C -5.12 -2.22 1.77
N -5.43 -1.04 1.12
H -6.09 1.34 -0.51
H -5.12 3.10 -2.06
H -2.44 2.54 -2.13
H -3.21 -3.31 1.77
H -5.83 -2.72 2.40
H -6.23 -0.47 1.29
C 1.98 -2.87 1.27
P 0.51 -3.33 2.19
C 0.86 -3.22 3.96
C 0.28 -5.10 1.90
O -0.69 -2.54 1.78
H 2.87 -3.43 1.58
H 2.15 -1.80 1.40
H 1.78 -3.05 0.22
H 1.89 -3.49 4.18
H 0.19 -3.89 4.49
H 0.66 -2.20 4.29
H 1.18 -5.67 2.15
H 0.02 -5.25 0.85
H -0.55 -5.44 2.51
```

Record 5
Entry from the Open Molecules 2025 dataset: a structure of composition C33H45F4N2O3S2SbTi (the ωB97M-V functional and the def2-TZVPD basis).

The orbital gap is 6.9058 eV. For the energy above the lowest of the compared OMol25 structures with the same formula, charge and spin, the calculation gives 77.5 kJ/mol. The calculation puts the HOMO energy at -12.9 eV. The net charge is +2. For the total energy, the calculation gives -3904.73923 Ha.

Structure (XYZ):
```
91
C33H45F4N2O3S2SbTi, DFT the ωB97M-V functional and the def2-TZVPD basis
Ti 0.33 0.48 0.47
C 2.05 -0.50 4.72
C 1.72 -0.47 3.24
N 1.10 0.78 2.72
C 1.94 1.96 3.09
C 3.34 1.90 2.52
C -0.25 1.01 3.30
C -1.18 -0.13 2.93
N -0.80 -0.58 1.59
C -0.89 -1.97 1.39
C 0.20 -2.67 0.88
F 1.30 -1.94 0.55
C 0.19 -4.03 0.70
F 1.27 -4.62 0.18
C -0.93 -4.77 1.01
C -2.03 -4.10 1.50
F -3.14 -4.77 1.81
C -2.02 -2.73 1.69
F -3.10 -2.12 2.19
H 2.38 -1.50 4.98
H 1.18 -0.28 5.34
H 2.85 0.19 4.99
H 1.05 -1.30 3.00
H 2.63 -0.64 2.65
H 1.97 2.03 4.18
H 1.43 2.85 2.73
H 3.96 1.16 3.03
H 3.82 2.87 2.65
H 3.32 1.68 1.46
H -0.62 1.95 2.90
H -0.20 1.13 4.39
H -2.21 0.22 2.94
H -1.10 -0.96 3.64
H -0.96 -5.84 0.87
O -0.61 -0.21 -1.11
S -1.60 -0.25 -2.29
C -0.52 0.03 -3.72
C 0.87 -0.58 -3.57
C 1.97 0.48 -3.53
C 3.28 -0.07 -2.98
S 3.37 -0.05 -1.14
O 1.93 0.31 -0.72
C 4.34 1.39 -0.87
C 5.60 1.19 -0.32
C 6.41 2.30 -0.09
C 5.95 3.57 -0.40
C 4.69 3.75 -0.95
C 3.87 2.66 -1.19
C -2.01 -1.95 -2.50
C -3.29 -2.19 -2.98
C -3.68 -3.50 -3.23
C -2.81 -4.54 -2.98
C -1.53 -4.29 -2.48
C -1.12 -2.99 -2.23
H -0.48 1.12 -3.83
H -1.09 -0.36 -4.56
H 1.06 -1.28 -4.38
H 0.92 -1.16 -2.65
H 1.65 1.34 -2.94
H 2.17 0.85 -4.54
H 4.15 0.50 -3.30
H 3.44 -1.11 -3.27
H 5.94 0.20 -0.07
H 7.40 2.16 0.33
H 6.59 4.42 -0.22
H 4.34 4.75 -1.19
H 2.88 2.80 -1.60
H -3.98 -1.37 -3.15
H -4.68 -3.70 -3.61
H -3.12 -5.56 -3.17
H -0.86 -5.11 -2.28
H -0.14 -2.79 -1.84
C -6.30 1.75 1.00
Sb -4.22 1.36 0.69
C -4.15 2.31 -1.24
C -4.53 -0.63 -0.06
H -6.86 1.48 0.11
H -6.45 2.81 1.22
H -6.66 1.17 1.85
H -4.83 1.79 -1.92
H -3.15 2.29 -1.66
H -4.48 3.34 -1.15
H -5.08 -1.21 0.68
H -3.59 -1.14 -0.26
H -5.12 -0.58 -0.98
C -1.11 3.63 0.10
C -0.31 2.41 0.32
O 0.91 2.41 0.53
H -1.36 3.69 -0.96
H -0.55 4.52 0.40
H -2.05 3.55 0.64
```